1.
C39H49MoN6Se3Te as an isolated structure at a distorted geometry. Source: OMol25; level of theory: ωB97M-V/def2-TZVPD.

Element x y z (Å)
Mo 1.03 0.32 -0.86
N 3.07 -0.33 -0.04
C 3.75 -1.16 -1.03
C 3.79 -0.40 -2.35
N 2.43 -0.02 -2.74
H 3.62 0.51 0.10
H 3.06 -0.82 0.86
H 3.19 -2.09 -1.16
H 4.77 -1.42 -0.72
H 4.27 -1.02 -3.12
H 4.39 0.51 -2.24
H 2.04 -0.77 -3.31
H 2.53 0.76 -3.40
Se 3.30 2.74 -4.64
Se 2.46 3.43 -6.60
Te 0.42 2.00 -7.15
Se 0.31 0.35 -5.38
C -1.85 -6.22 -0.37
C -1.27 -5.62 -1.65
C -2.29 -5.81 -2.78
C 0.02 -6.37 -2.01
C -0.89 -4.16 -1.49
C -0.45 -3.38 -2.58
C 0.05 -2.12 -2.40
N 0.17 -1.53 -1.19
C -0.41 -2.19 -0.16
C -0.92 -3.49 -0.28
C -0.42 -1.44 1.06
C -1.10 -1.82 2.22
C -1.08 -1.03 3.35
C -0.19 0.05 3.30
C 0.45 0.37 2.14
N 0.27 -0.26 0.96
C -1.94 -1.34 4.56
C -1.35 -2.54 5.30
C -2.01 -0.14 5.51
C -3.37 -1.67 4.10
H -2.09 -7.27 -0.54
H -2.77 -5.71 -0.09
H -1.15 -6.17 0.46
H -2.56 -6.86 -2.84
H -1.88 -5.51 -3.74
H -3.19 -5.23 -2.59
H -0.19 -7.43 -2.13
H 0.77 -6.26 -1.22
H 0.44 -6.01 -2.94
H -0.50 -3.77 -3.58
H 0.31 -1.53 -3.27
H -1.31 -3.97 0.60
H -1.69 -2.72 2.19
H -0.02 0.66 4.17
H 1.12 1.21 2.13
H -0.33 -2.32 5.64
H -1.32 -3.43 4.67
H -1.95 -2.76 6.18
H -1.05 0.06 5.97
H -2.72 -0.36 6.31
H -2.36 0.75 4.99
H -3.40 -2.58 3.51
H -3.77 -0.86 3.50
H -4.01 -1.81 4.97
C -0.97 6.67 2.09
C -1.93 5.69 2.28
C -1.76 4.44 1.71
C -0.62 4.15 0.95
C 0.32 5.16 0.72
C 0.14 6.41 1.29
C -0.46 2.79 0.45
C 0.66 2.18 0.05
C 2.01 2.66 0.26
C 2.41 3.04 1.55
C 3.71 3.41 1.83
C 4.66 3.45 0.81
C 4.28 3.12 -0.48
C 2.98 2.72 -0.76
H -1.09 7.64 2.53
H -2.81 5.90 2.87
H -2.50 3.67 1.86
H 1.17 4.97 0.08
H 0.88 7.18 1.12
H -1.39 2.23 0.44
H 1.67 3.12 2.34
H 3.98 3.71 2.83
H 5.66 3.80 1.02
H 4.99 3.22 -1.29
H 2.70 2.61 -1.81
N 0.36 2.66 -2.78
C -0.86 2.11 -2.50
C -2.04 2.76 -2.85
C -3.25 2.19 -2.54
C -3.25 0.99 -1.84
C -2.04 0.44 -1.48
N -0.85 0.97 -1.79
H 0.33 3.52 -3.31
H 1.04 2.00 -3.15
H -1.99 3.71 -3.38
H -4.18 2.67 -2.83
H -4.17 0.50 -1.57
H -2.02 -0.46 -0.87

Its charge is +1. The lowest unoccupied orbital energy (alpha / beta) is -0.21228 / -0.20988 Ha.

Atom charges from the Mulliken analysis, given in e for atoms 1 to 4: -1.19 -0.31 -0.69 -0.63

2.
A 3-piece molecular cluster, C39H50BrIN3O11P overall at a distorted geometry. Source: OMol25; level of theory: ωB97M-V/def2-TZVPD.

Element x y z (Å)
C 9.28 2.06 -0.69
C 7.85 2.24 -1.22
N 7.19 0.91 -1.38
C 5.99 0.74 -0.61
C 6.01 -0.01 0.57
I 7.86 -0.84 1.13
C 4.85 -0.24 1.34
P 4.72 -1.26 2.89
O 5.46 -2.65 2.41
Br 6.15 -0.27 4.33
C 3.67 0.33 0.88
C 3.65 1.11 -0.28
C 4.78 1.34 -1.04
C 4.77 2.15 -2.30
C 4.83 1.28 -3.59
C 3.59 1.41 -4.42
O 3.03 0.47 -4.88
O 3.16 2.68 -4.68
C 2.30 1.65 -0.68
O 2.11 2.81 -0.96
C 1.22 0.61 -0.61
C 1.26 -0.16 0.55
C 0.34 -1.17 0.75
C -0.61 -1.43 -0.24
C -1.58 -2.56 0.05
C -2.88 -2.02 0.69
C -2.72 -1.63 2.17
N -3.75 -0.67 2.62
C -0.63 -0.69 -1.44
C -1.64 -1.06 -2.52
C -1.03 -1.97 -3.58
C -0.40 -1.45 -4.71
C 0.20 -2.27 -5.66
C 0.15 -3.65 -5.54
C -0.52 -4.18 -4.44
C -1.09 -3.36 -3.47
C 0.28 0.38 -1.62
C 0.31 1.26 -2.85
C -1.00 1.97 -3.22
C -1.85 2.41 -2.03
C -3.10 3.12 -2.55
N -4.20 3.07 -1.57
C 2.33 0.14 1.54
O 2.16 0.25 2.73
H 9.27 2.15 0.39
H 9.98 2.75 -1.16
H 9.58 1.05 -0.92
H 7.25 2.85 -0.55
H 7.88 2.69 -2.22
H 6.91 0.77 -2.34
H 6.27 -2.77 2.93
H 5.60 2.84 -2.25
H 3.90 2.78 -2.37
H 5.04 0.23 -3.40
H 5.63 1.69 -4.22
H 2.42 2.89 -4.09
H 0.37 -1.76 1.65
H -1.85 -3.07 -0.86
H -1.08 -3.24 0.74
H -3.20 -1.16 0.10
H -3.62 -2.82 0.62
H -1.73 -1.19 2.30
H -2.80 -2.52 2.78
H -4.63 -1.14 2.44
H -3.69 0.11 1.97
H -2.44 -1.64 -2.07
H -2.11 -0.19 -2.97
H -0.35 -0.39 -4.89
H 0.71 -1.85 -6.51
H 0.59 -4.31 -6.27
H -0.58 -5.26 -4.35
H -1.59 -3.85 -2.65
H 1.05 2.03 -2.73
H 0.68 0.64 -3.66
H -0.72 2.89 -3.75
H -1.59 1.41 -3.95
H -1.26 3.17 -1.51
H -2.10 1.59 -1.36
H -2.85 4.17 -2.74
H -3.42 2.67 -3.49
H -5.10 2.97 -2.03
H -4.09 2.29 -0.94
C -5.45 -3.45 5.11
O -6.73 -3.82 5.62
C -7.75 -3.52 4.82
O -7.66 -2.99 3.74
O -8.88 -3.90 5.41
C -10.06 -3.64 4.65
H -4.72 -3.74 5.85
H -5.25 -3.98 4.18
H -5.40 -2.37 4.95
H -10.03 -4.18 3.70
H -10.18 -2.58 4.47
H -10.90 -4.00 5.24
C -0.56 0.97 3.57
O -1.45 2.08 3.41
C -1.82 2.65 4.56
O -1.47 2.32 5.66
O -2.64 3.66 4.27
C -3.12 4.37 5.41
H -0.35 0.61 2.57
H 0.37 1.28 4.04
H -1.03 0.18 4.15
H -2.29 4.82 5.96
H -3.69 3.71 6.07
H -3.77 5.16 5.04

Its structure (SMILES) is CCNc1c(I)c(P(O)Br)c2c(c1CCC(=O)O)C(=O)c1c(cc(CCCN)c(Cc3ccccc3)c1CCCCN)C2=O.COC(=O)OC.COC(=O)OC. Its charge is 0. The lowest unoccupied orbital energy is -0.02645 Ha.

Atom charges from the Mulliken analysis, given in e for atoms 1 to 4: -1.32 -0.19 -0.25 -0.15

3.
C39H50Cl2O3P4W as an isolated structure at a distorted geometry. Source: OMol25; level of theory: ωB97M-V/def2-TZVPD.

Element x y z (Å)
P 1.42 1.16 -3.23
C 3.13 1.61 -3.47
C 3.94 0.96 -4.42
H 3.52 0.16 -5.04
C 5.27 1.35 -4.57
H 5.91 0.84 -5.30
C 5.79 2.38 -3.78
H 6.84 2.66 -3.88
C 4.98 3.04 -2.85
H 5.39 3.85 -2.24
C 3.65 2.67 -2.70
H 3.00 3.20 -2.00
C 1.10 -0.46 -3.95
C 1.82 -1.56 -3.46
H 2.67 -1.40 -2.78
C 1.47 -2.85 -3.84
H 2.01 -3.70 -3.42
C 0.44 -3.04 -4.76
H 0.15 -4.06 -5.06
C -0.24 -1.95 -5.31
H -1.03 -2.10 -6.05
C 0.08 -0.65 -4.91
H -0.42 0.21 -5.37
C 0.34 2.42 -3.91
C 0.66 3.02 -5.15
H 1.53 2.68 -5.71
C -0.15 4.04 -5.67
H 0.10 4.49 -6.63
C -1.27 4.47 -4.95
H -1.89 5.28 -5.34
C -1.59 3.89 -3.72
H -2.46 4.23 -3.14
C -0.79 2.87 -3.20
H -1.03 2.43 -2.23
W 0.44 0.41 0.89
C -1.23 -0.90 0.90
C -1.75 -1.29 -0.31
H -1.66 -1.28 1.84
C -1.12 -0.68 -1.55
O -2.16 0.04 -2.29
H -1.77 0.59 -3.00
C -0.07 0.19 -1.04
H -0.66 -1.46 -2.19
C 1.03 0.92 -1.36
Cl 2.21 1.68 1.74
P -1.18 1.95 1.89
P 1.51 -1.61 1.79
C -0.65 2.87 3.35
H 0.36 3.27 3.20
H -0.64 2.18 4.21
H -1.36 3.69 3.53
C -1.50 3.20 0.61
H -2.13 2.76 -0.18
H -0.56 3.54 0.16
H -2.03 4.05 1.07
C -2.82 1.33 2.34
H -2.70 0.58 3.14
H -3.31 0.87 1.47
H -3.43 2.17 2.71
C 2.19 -1.54 3.47
H 1.44 -1.93 4.17
H 2.43 -0.51 3.73
H 3.10 -2.16 3.50
C 0.65 -3.20 1.78
H 0.14 -3.35 0.81
H -0.09 -3.20 2.59
H 1.38 -4.00 1.94
C 2.94 -1.80 0.68
H 3.51 -0.87 0.63
H 2.60 -2.08 -0.32
H 3.57 -2.60 1.09
P -3.14 -2.43 -0.56
C -3.52 -3.27 0.96
C -2.59 -3.57 -1.84
H -3.80 -2.54 1.74
H -2.66 -3.86 1.31
H -4.36 -3.94 0.77
H -2.22 -3.02 -2.71
H -3.44 -4.20 -2.14
H -1.79 -4.21 -1.45
C -4.49 -1.43 -1.16
H -4.88 -0.81 -0.35
H -5.29 -2.09 -1.54
H -4.10 -0.79 -1.96
H 1.67 1.48 -0.63
Cl 0.09 -0.03 10.97
C -0.16 -0.34 9.30
C -0.97 -1.42 8.91
C -1.17 -1.66 7.54
C -0.60 -0.82 6.58
C 0.21 0.25 6.98
C 0.44 0.50 8.34
C -0.86 -1.09 5.10
O -1.04 -2.28 4.74
O -0.85 -0.05 4.38
H -1.43 -2.05 9.66
H -1.77 -2.50 7.22
H 0.67 0.90 6.23
H 1.06 1.32 8.67

Its expectation value of S² is 2.023. Its charge is +2. The spin multiplicity is 3. The lowest unoccupied orbital energy (alpha / beta) is -0.22794 / -0.24334 Ha.

Atom charges from the Mulliken analysis, given in e for atoms 1 to 4: 2.16 0.43 -0.09 0.41

4.
C39H50F5KN7O3P as an isolated structure. Source: OMol25; level of theory: ωB97M-V/def2-TZVPD.

Element x y z (Å)
K -0.37 0.72 0.04
O 0.11 3.60 3.76
C 0.45 2.59 3.15
N 1.04 2.45 1.95
C 1.88 3.37 1.46
O 2.50 4.27 2.05
C 2.13 3.20 -0.03
C 2.05 4.31 -0.86
C 2.23 4.14 -2.22
C 2.51 2.87 -2.70
C 2.61 1.83 -1.79
N 2.42 1.98 -0.48
C 0.11 1.24 3.80
C -0.36 1.23 5.11
C -0.64 0.02 5.72
C -0.45 -1.15 4.99
C 0.01 -1.04 3.69
N 0.29 0.12 3.11
H 1.81 5.27 -0.42
H 2.11 4.98 -2.90
H 2.60 2.67 -3.76
H 2.80 0.83 -2.14
H -0.49 2.18 5.61
H -1.01 -0.02 6.74
H -0.67 -2.12 5.42
H 0.15 -1.92 3.07
N 3.47 -3.18 0.61
C 3.76 -2.54 1.80
C 2.82 -1.56 1.92
N 1.97 -1.58 0.84
C 2.35 -2.58 0.10
C 1.72 -3.06 -1.13
N 0.46 -3.39 -1.26
C 0.32 -3.79 -2.56
C 1.51 -3.70 -3.22
N 2.41 -3.26 -2.29
H 3.89 -4.03 0.26
H 4.59 -2.83 2.42
H 2.72 -0.80 2.68
H -0.64 -4.07 -2.97
H 1.77 -3.84 -4.26
H 3.32 -2.88 -2.49
C -4.45 -5.27 3.16
C -3.21 -4.50 3.60
C -3.27 -3.07 3.05
C -3.87 -3.00 1.63
C -3.69 -4.34 0.91
C -4.44 -5.47 1.63
P -3.05 -1.60 0.70
C -3.85 -0.10 1.44
C -3.01 0.48 2.59
C -3.69 1.74 3.10
C -5.02 1.41 3.79
C -5.61 0.08 3.29
C -5.36 -0.11 1.80
C -3.81 -1.58 -0.99
C -2.99 -2.40 -2.00
C -3.39 -2.06 -3.45
C -4.86 -1.63 -3.56
C -5.69 -2.36 -2.52
C -5.32 -1.86 -1.12
H -5.34 -4.70 3.45
H -4.53 -6.24 3.67
H -2.32 -5.02 3.22
H -3.12 -4.48 4.68
H -2.27 -2.64 3.05
H -3.87 -2.45 3.72
H -4.95 -2.81 1.71
H -2.62 -4.56 0.84
H -4.05 -4.27 -0.12
H -3.97 -6.43 1.39
H -5.47 -5.53 1.26
H -3.68 0.63 0.63
H -2.03 0.72 2.20
H -2.86 -0.23 3.41
H -3.84 2.39 2.24
H -3.03 2.29 3.78
H -5.74 2.22 3.61
H -4.89 1.36 4.88
H -6.68 0.03 3.52
H -5.14 -0.74 3.84
H -5.85 0.70 1.26
H -5.86 -1.03 1.47
H -3.62 -0.52 -1.25
H -3.12 -3.47 -1.81
H -1.93 -2.19 -1.86
H -3.22 -2.94 -4.09
H -2.73 -1.27 -3.83
H -5.23 -1.81 -4.58
H -4.94 -0.55 -3.39
H -5.50 -3.43 -2.60
H -6.77 -2.22 -2.69
H -5.65 -2.58 -0.37
H -5.86 -0.93 -0.91
C -2.67 2.86 -1.14
O -2.49 1.78 -0.31
H -3.24 2.62 -2.06
H -1.72 3.31 -1.50
H -3.23 3.70 -0.66
F 1.48 -0.78 -3.36
C 0.50 0.11 -3.94
F -0.65 -0.18 -3.14
C 0.17 -0.61 -5.24
F 1.24 -0.59 -6.08
F -0.84 0.00 -5.89
F -0.19 -1.93 -5.18

Its charge is -2. The lowest unoccupied orbital energy is 0.13786 Ha.

Atom charges from the Mulliken analysis, given in e for atoms 1 to 4: 0.76 -0.77 -0.02 0.11

Looking at DFT total energy for the records above, in order, we have -9384.38401, -5721.12652, -4094.19801, -3565.83035 a.u..